No. 1
C2H12N2O3 | the ωB97M-V functional and the def2-TZVPD basis

## Properties
**ΔE to the lowest compared entry with this formula, charge and spin**: 3.445 eV
**Strongest force on any atom**: 4.672 eV/Å
**Orbital gap**: 8.52 eV

Each line ends with the natural charge from an NBO analysis.
Element x y z (Å)
C  -0.5664  0.5599  2.2701  -0.436
N  -3.4030  1.2848  1.1580  -0.822
C  -2.6449  0.0549  1.2355  0.395
N  -1.3510  0.0557  1.1436  -0.594
H  -0.6321  0.0072  3.3350  0.199
H  -0.8438  1.6881  2.5725  0.153
H  0.4861  0.7405  1.9536  0.203
H  -2.9131  1.9806  0.6843  0.387
H  -4.2727  0.9620  0.6832  0.377
H  -3.3720  -0.8170  0.9705  0.139
H  1.4348  0.5090  -2.2548  0.463
H  1.3851  0.0147  -0.8628  0.467
O  1.8160  -0.1453  -1.7219  -0.930
H  2.5930  -2.1458  2.9485  0.466
H  3.2946  -0.7895  2.9052  0.462
O  3.4003  -1.6480  2.5015  -0.928
H  1.7919  0.1490  -6.4231  0.470
H  1.1164  -0.9725  -5.5758  0.473
O  1.3434  -0.0065  -5.5397  -0.942


No. 2
C2H12N2O4 | the ωB97M-V functional and the def2-TZVPD basis

## Properties
**ΔE to the lowest compared entry with this formula, charge and spin**: 1.258 eV
**Strongest force on any atom**: 3.161 eV/Å
**Orbital gap**: 10.56 eV

Each line ends with the natural charge from an NBO analysis.
Element x y z (Å)
C  -2.6400  -0.0828  -0.3206  -0.455
N  -1.5127  -0.3421  -1.1801  -0.608
C  -0.4218  -0.9598  -0.6681  0.794
N  0.5146  -1.2911  -1.6720  -0.882
O  -0.1509  -1.0995  0.5110  -0.657
H  -2.2410  -0.3046  0.7072  0.240
H  -3.4597  -0.8194  -0.4067  0.193
H  -3.1912  0.8540  -0.1775  0.208
H  -1.6218  -0.2673  -2.1786  0.405
H  0.3133  -2.0216  -2.3409  0.389
H  1.4474  -1.4308  -1.3121  0.396
H  1.9169  -1.9195  2.1864  0.467
H  1.5834  -1.1149  0.9001  0.489
O  2.3170  -1.4697  1.4447  -0.980
H  2.7822  1.6208  0.7013  0.467
H  1.3975  2.2571  0.3146  0.486
O  1.9548  1.9945  1.0553  -0.957
H  -1.1393  2.0614  0.9184  0.481
H  -1.1290  3.3313  0.0934  0.471
O  -0.5875  2.5656  0.2919  -0.946


No. 3
C2H12N4 | the ωB97M-V functional and the def2-TZVPD basis

## Properties
**ΔE to the lowest compared entry with this formula, charge and spin**: 0.977 eV
**Strongest force on any atom**: 2.653 eV/Å
**Orbital gap**: 9.47 eV

Each line ends with the natural charge from an NBO analysis.
Element x y z (Å)
N  0.8884  1.7254  1.2254  -0.845
C  -0.1637  1.9848  0.2204  -0.048
N  -1.3271  1.0478  0.2580  -0.908
H  1.0206  0.7153  1.2399  0.384
H  0.4592  2.0028  2.1113  0.345
H  0.2978  2.0016  -0.7755  0.154
H  -0.6443  2.9605  0.3949  0.168
H  -1.1911  0.3167  0.9417  0.374
H  -1.7601  0.8402  -0.6244  0.363
N  -0.9477  -1.5246  -0.7537  -0.892
C  0.4818  -1.3669  -0.8975  -0.034
N  1.2136  -1.2391  0.3732  -0.856
H  -1.7454  -0.9606  -0.5613  0.384
H  -1.2775  -2.2904  -1.3314  0.359
H  0.7211  -0.5700  -1.5720  0.170
H  0.6887  -2.3660  -1.3484  0.160
H  2.2016  -1.2281  0.1282  0.360
H  1.0841  -2.0491  0.9713  0.364


No. 4
C2H12NO2 | the ωB97M-V functional and the def2-TZVPD basis

## Properties
**ΔE to the lowest compared entry with this formula, charge and spin**: 0.697 eV
**Strongest force on any atom**: 0.852 eV/Å
**Orbital gap**: 10.95 eV
**Charge**: +1

Each line ends with the natural charge from an NBO analysis.
Element x y z (Å)
C  -0.5585  2.3363  -1.9811  -0.651
C  -1.5361  1.3639  -1.3897  -0.218
N  -0.8620  0.0699  -0.9536  -0.681
H  0.1582  2.6643  -1.2358  0.230
H  0.0003  2.0159  -2.8579  0.233
H  -1.1122  3.1820  -2.3563  0.264
H  -1.9221  1.7702  -0.4582  0.227
H  -2.4040  1.1146  -1.9945  0.235
H  0.0537  -0.0257  -1.3913  0.441
H  -1.3869  -0.7769  -1.1845  0.444
H  -0.7550  0.0210  0.0615  0.469
H  2.2775  -2.7949  4.0102  0.475
H  2.9697  -3.8628  3.2083  0.478
O  2.1125  -3.4299  3.2980  -0.952
H  0.8275  -1.9983  1.6549  0.505
H  1.4908  -0.6007  1.8291  0.484
O  0.6465  -1.0489  1.7411  -0.984


No. 5
C2H12NO2 | the ωB97M-V functional and the def2-TZVPD basis

## Properties
**ΔE to the lowest compared entry with this formula, charge and spin**: 1.674 eV
**Strongest force on any atom**: 4.128 eV/Å
**Orbital gap**: 9.98 eV
**Charge**: +1

Each line ends with the natural charge from an NBO analysis.
Element x y z (Å)
C  -1.7319  -0.3359  -0.7678  -0.632
C  -0.4922  -1.0430  -0.7370  -0.204
N  -0.2907  -1.5821  0.6885  -0.720
H  -1.9185  -0.0538  -1.8262  0.261
H  -2.5524  -0.9842  -0.4806  0.228
H  -1.6453  0.6080  -0.1382  0.220
H  -0.5750  -1.9957  -1.2505  0.214
H  0.4194  -0.4641  -1.0510  0.239
H  -0.0734  -0.8217  1.3856  0.452
H  0.5389  -2.1927  0.5416  0.455
H  -1.3007  -1.9677  0.9660  0.480
H  -2.8011  0.2401  2.6987  0.506
H  -1.8467  0.9819  1.7684  0.474
O  -2.2644  0.1860  1.8828  -0.972
H  5.1489  3.8306  -1.1790  0.470
H  6.0857  2.6719  -1.5083  0.475
O  5.2994  2.9224  -0.9930  -0.945


No. 6
C2H12NO3 | the ωB97M-V functional and the def2-TZVPD basis

## Properties
**ΔE to the lowest compared entry with this formula, charge and spin**: 0.619 eV
**Strongest force on any atom**: 1.515 eV/Å
**Orbital gap**: 11.87 eV
**Charge**: +1

Each line ends with the natural charge from an NBO analysis.
Element x y z (Å)
C  -0.4621  1.9973  1.0108  -0.082
O  -1.5114  1.9242  0.0551  -0.756
C  -0.0062  0.5720  1.3069  -0.242
N  -0.0490  -0.1925  0.0032  -0.710
H  -0.8292  2.4281  1.9410  0.212
H  0.3628  2.5199  0.5353  0.179
H  -2.0948  2.6851  0.1146  0.508
H  1.0215  0.6162  1.6590  0.227
H  -0.6476  0.1120  2.0539  0.233
H  0.9187  -0.4913  -0.1712  0.459
H  -0.4968  0.3089  -0.7719  0.458
H  -0.6138  -1.0525  0.0729  0.473
H  -0.5590  -3.4477  -1.4429  0.506
H  -1.7536  -2.6229  -1.1250  0.483
O  -0.8089  -2.6792  -0.9140  -0.974
H  3.1049  -1.3937  -1.2378  0.500
H  2.1879  -0.1663  -1.5923  0.472
O  2.2365  -1.1174  -1.4975  -0.946


No. 7
C2H12NO3 | the ωB97M-V functional and the def2-TZVPD basis

## Properties
**ΔE to the lowest compared entry with this formula, charge and spin**: 0.624 eV
**Strongest force on any atom**: 2.888 eV/Å
**Orbital gap**: 11.74 eV
**Charge**: +1

Each line ends with the natural charge from an NBO analysis.
Element x y z (Å)
C  1.5600  0.1538  -1.2409  -0.087
O  1.9445  -0.2421  0.0841  -0.760
C  0.0100  0.1779  -1.2778  -0.241
N  -0.5371  -0.1218  0.0807  -0.674
H  2.0005  -0.6490  -1.8252  0.207
H  1.8831  1.1398  -1.5583  0.202
H  2.6825  0.2478  0.4630  0.506
H  -0.4489  1.1134  -1.5728  0.231
H  -0.3074  -0.6471  -1.9090  0.228
H  -0.2752  -1.0074  0.5183  0.469
H  -1.5522  -0.0730  0.0895  0.434
H  -0.1185  0.5633  0.7187  0.465
H  -0.7115  -3.2272  1.3596  0.482
H  -2.1661  -3.1381  1.2434  0.499
O  -1.3558  -2.6444  1.0631  -0.971
H  -1.2318  2.3647  1.7978  0.482
H  -0.8097  3.4432  0.8478  0.499
O  -0.5666  2.5462  1.1182  -0.971


No. 8
C2H12NO4 | the ωB97M-V functional and the def2-TZVPD basis

## Properties
**Spin multiplicity**: 2
**ΔE to the lowest compared entry with this formula, charge and spin**: 1.819 eV
**Strongest force on any atom**: 4.699 eV/Å
**Orbital gap (spin up / spin down)**: 2.58 / 7.95 eV
**<S²>**: 0.750
**Charge**: -2

Each line ends with the natural charge from an NBO analysis.
Element x y z (Å)
C  -0.2299  -1.6950  0.8129  -0.010
O  0.0617  -0.9814  1.9339  -0.898
C  1.0025  -1.3715  -0.3148  -0.262
N  0.3839  -0.2055  -0.9869  -0.901
H  -0.1796  -2.8828  1.0950  0.067
H  -1.2475  -1.5237  0.4049  0.135
H  2.0214  -0.9412  0.3190  0.157
H  1.1056  -2.2583  -1.0302  0.168
H  0.0829  0.4695  -0.3383  0.366
H  0.9860  0.0993  -1.7714  0.340
H  1.4910  2.1072  4.4269  0.482
H  1.1174  0.5012  4.1805  0.529
O  1.4667  1.2091  4.9415  -1.017
H  0.3390  0.3422  1.7042  0.477
H  -0.4045  1.4060  1.9042  0.432
O  0.4867  1.4401  2.1097  -1.105
H  -2.1187  1.6832  -6.1531  0.361
H  -3.5980  1.0604  -6.4573  0.176
O  -2.7667  1.5414  -6.7808  -1.497


No. 9
C2H12NSi2 | the ωB97M-V functional and the def2-TZVPD basis

## Properties
**ΔE to the lowest compared entry with this formula, charge and spin**: 3.560 eV
**Strongest force on any atom**: 5.289 eV/Å
**Orbital gap**: 10.51 eV
**Charge**: +1

Each line ends with the natural charge from an NBO analysis.
Element x y z (Å)
C  0.6879  -0.4688  0.9011  -0.318
C  -0.4023  -0.0421  -0.0021  -0.996
N  1.8389  -1.0491  0.1171  -0.695
Si  -2.1471  0.2954  0.8117  0.945
Si  0.1515  1.2117  -1.3807  0.861
H  0.2398  -1.1800  1.5319  0.236
H  0.8450  0.5628  1.4114  0.265
H  -0.7928  -1.2944  -0.9137  0.180
H  2.5301  -0.3053  -0.0554  0.458
H  1.5181  -1.2662  -0.7935  0.443
H  2.1872  -2.0099  0.4965  0.474
H  -2.5588  -1.0081  1.2076  -0.149
H  -1.9109  1.1229  1.9257  -0.162
H  -2.9255  0.9394  -0.2111  -0.126
H  -1.2272  1.7866  -2.0478  -0.073
H  0.9830  0.6131  -2.3631  -0.170
H  0.9833  2.0919  -0.6355  -0.176


No. 10
C2H12O3S | the ωB97M-V functional and the def2-TZVPD basis

## Properties
**ΔE to the lowest compared entry with this formula, charge and spin**: 0.794 eV
**Strongest force on any atom**: 3.281 eV/Å
**Orbital gap**: 9.48 eV

Each line ends with the natural charge from an NBO analysis.
Element x y z (Å)
C  -1.8535  -0.2645  0.2066  -0.636
C  -1.1748  0.6429  1.2185  -0.501
S  0.6375  0.4625  1.4365  -0.075
H  -1.6800  0.2810  -0.7280  0.223
H  -1.3969  -1.3293  0.3074  0.199
H  -2.9034  -0.3451  0.3854  0.212
H  -1.6098  0.3855  2.1978  0.206
H  -1.3296  1.7063  1.1410  0.235
H  0.9643  1.0691  0.3232  0.131
H  1.1601  -0.7234  -2.0952  0.491
H  -0.3904  -0.9723  -2.0218  0.490
O  0.3138  -0.2226  -2.2011  -0.973
H  1.4280  -3.7305  0.0968  0.470
H  1.5087  -2.2011  -0.0067  0.476
O  1.9530  -3.0295  -0.2986  -0.950
H  -0.2644  1.5815  -1.6526  0.497
H  -1.1768  2.7691  -1.4931  0.471
O  -0.5592  2.2318  -0.9988  -0.966


No. 11
C2H12O3S2 | the ωB97M-V functional and the def2-TZVPD basis

## Properties
**ΔE to the lowest compared entry with this formula, charge and spin**: 2.603 eV
**Strongest force on any atom**: 6.058 eV/Å
**Orbital gap**: 7.92 eV

Each line ends with the natural charge from an NBO analysis.
Element x y z (Å)
C  -1.6595  -1.2102  0.1532  -0.860
S  -2.3706  -0.4013  -1.1173  0.147
S  -1.5392  -1.0470  -2.9397  0.101
C  -0.0111  -1.8566  -2.3808  -0.778
H  -2.2193  -1.5339  1.0695  0.253
H  -0.9543  -0.6097  0.8150  0.188
H  -1.0974  -2.1207  -0.1098  0.246
H  0.7694  -1.4413  -3.1104  0.243
H  -0.1010  -2.9792  -2.4591  0.224
H  0.3837  -1.6052  -1.3890  0.234
H  1.3012  0.7196  3.9129  0.472
H  1.2669  -0.8592  3.8579  0.471
O  1.0233  -0.0886  4.3937  -0.942
H  1.3440  3.4323  -1.9488  0.458
H  2.1844  3.0204  -1.0473  0.447
O  1.5990  2.6093  -1.5916  -0.905
H  -0.5589  1.5656  1.3022  0.457
H  0.7546  2.0257  1.3620  0.451
O  -0.1150  2.3800  1.2275  -0.908


No. 12
C2H12O4 | the ωB97M-V functional and the def2-TZVPD basis

## Properties
**ΔE to the lowest compared entry with this formula, charge and spin**: 0.803 eV
**Strongest force on any atom**: 0.996 eV/Å
**Orbital gap**: 10.48 eV

Each line ends with the natural charge from an NBO analysis.
Element x y z (Å)
C  -2.2586  0.5530  1.5610  -0.405
C  -1.2455  1.4071  1.5390  -0.373
H  -3.2591  0.9421  1.7090  0.189
H  -2.1182  -0.5165  1.6107  0.195
H  -1.4704  2.4607  1.4477  0.192
H  -0.2294  1.0692  1.3873  0.200
H  -1.8233  -0.4797  -0.8622  0.484
H  -0.4089  -0.7536  -1.3813  0.495
O  -1.0247  -0.9779  -0.6701  -0.984
H  1.3959  -2.8715  0.3981  0.485
H  0.5023  -1.6767  0.7637  0.506
O  1.4283  -1.9431  0.6571  -0.974
H  3.2593  0.5502  -0.5942  0.475
H  2.1900  -0.3852  0.0663  0.511
O  2.3443  0.5043  -0.3061  -0.986
H  1.1879  0.9306  -1.7491  0.501
H  0.9979  0.3173  -3.1078  0.461
O  0.5321  0.8697  -2.4690  -0.972